ORCA calculation (ωB97M-V/def2-TZVPD) on a structure of composition C6H4BrN2OPS2.

CARTESIAN COORDINATES (ANGSTROEM)
O1 3.4902 -0.0287 0.4214
P1 2.7534 -0.5849 -0.9352
Br1 2.8396 -2.8042 -0.6225
C1 1.0130 -0.2162 -0.4551
C2 0.0606 -1.1877 0.0108
C3 -1.1970 -0.8248 0.3686
S1 -2.3234 -2.0255 1.0313
C4 -1.5706 0.5450 0.2640
N1 -2.7503 1.0877 0.5785
S2 -2.6255 2.6486 0.2618
N2 -1.1228 2.7482 -0.2739
C5 -0.6285 1.5052 -0.2241
C6 0.6768 1.0997 -0.5888
H1 2.8624 0.4338 0.9907
H2 0.3623 -2.2216 0.0846
H3 -3.2261 -2.0082 0.0420
H4 1.3859 1.8335 -0.9541

As for the LUMO energy: -1.15 eV. For the maximum force, the calculation gives 0.50 eV Å⁻¹. The spin multiplicity is 1. Its energy is -112317.1639 eV. The molar mass comes out at 295.12 g/mol.